DFT (ωB97M-V/def2-TZVPD) results for 3 unconnected molecules or ions with the total composition C20H35BO8S2 at a distorted geometry.

Last column: Mulliken charge in e.
Element x y z (Å)
H1 0.53 0.50 -0.62  -0.03
C1 5.51 -5.18 -2.76  -0.63
C2 0.64 1.35 -1.28  -0.01
H2 -1.23 2.52 -1.59  0.50
C3 3.00 0.48 -1.23  -0.78
H3 5.06 -5.89 -3.45  0.32
O1 -1.02 3.75 2.55  -0.34
H4 -9.26 1.93 1.70  0.35
C4 -0.65 2.67 0.49  0.77
H5 -8.49 2.78 -0.41  0.35
H6 0.50 1.09 -2.34  0.26
C5 -5.96 1.23 1.19  -0.05
H7 2.36 2.43 -2.02  0.43
O2 -6.16 0.49 -1.33  -0.69
C6 3.34 1.70 2.11  -1.00
C7 -0.25 3.82 1.39  -0.16
H8 4.31 1.97 1.69  0.28
H9 5.71 -4.75 0.62  0.37
C8 3.69 0.10 0.11  0.20
H10 -1.96 -0.01 -1.26  0.29
C9 2.14 1.78 -1.16  -0.79
C10 4.69 -3.89 -2.69  -0.72
O3 -5.92 2.94 -0.81  -0.67
C11 2.87 0.39 1.39  0.01
H11 6.52 -4.96 -3.11  0.30
C12 5.58 -5.75 -1.33  -0.56
H12 6.31 -6.55 -1.25  0.35
H13 3.83 -0.99 0.07  -0.60
H14 0.21 3.44 -1.27  0.36
H15 2.33 -0.36 -1.49  0.30
H16 -7.03 2.87 2.10  0.36
O4 3.65 -3.27 -0.35  -0.68
C13 -1.88 -0.50 -0.29  -1.21
C14 -7.11 1.79 2.03  -0.78
H17 3.36 1.60 3.20  0.35
H18 4.60 -6.16 -1.05  0.29
C15 -0.32 2.52 -0.97  -1.29
C16 -1.36 2.41 2.65  0.19
O5 5.71 -2.03 -1.11  -0.68
O6 0.52 4.67 1.25  -0.47
C17 -8.39 1.41 1.29  -0.67
H19 -5.00 1.68 1.42  -0.05
B1 -2.11 0.47 0.95  0.77
S1 4.92 -3.23 -1.04  1.33
H20 3.63 -4.08 -2.84  0.39
H21 -5.90 0.15 1.27  0.27
H22 6.97 -4.28 -0.56  0.36
C18 -1.35 1.83 1.25  0.50
H23 2.65 2.52 1.84  0.15
H24 -3.18 -0.84 1.84  0.28
H25 -8.71 1.06 -0.85  0.34
C19 -8.19 1.75 -0.19  -0.66
H26 -0.93 -1.04 -0.21  0.35
H27 1.79 0.39 1.21  -0.25
H28 5.04 -3.15 -3.42  0.38
O7 -3.08 0.12 1.86  -0.74
H29 -8.57 0.34 1.40  0.29
H30 3.76 0.52 -2.02  0.52
H31 3.08 -0.43 2.09  0.44
H32 2.32 2.37 -0.26  0.29
H33 4.71 0.51 0.14  0.39
H34 -2.66 -1.28 -0.27  0.47
O8 -1.55 1.86 3.63  -0.47
S2 -6.42 1.63 -0.49  1.24
C20 5.93 -4.57 -0.43  -0.80
H35 -7.09 1.38 3.04  0.36

Results
Structure (SMILES): CCCCCCCC1=C(B(C)O)C(=O)OC1=O.O=S1(=O)CCCC1.O=S1(=O)CCCC1
HOMO, eV: -10.13
Frontier orbital gap, eV: 9.7